# C14H42InO7S7

A molecular structure, C14H42InO7S7 at a distorted geometry (ωB97M-V/def2-TZVPD, the OMol25 dataset).

Last column: Mulliken spin population.
Geometry (Å):
In -1.39622 0.16875 -0.00619  -0.04
C 0.75443 -1.81931 4.35475  0.00
S 1.64778 -1.18890 2.83774  0.00
O 0.58046 -0.60993 1.90801  0.02
C 2.62073 0.11374 3.72816  0.00
H 1.32581 -2.17639 5.21156  0.00
H 0.16330 -2.69662 4.09206  0.00
H 0.16003 -1.02510 4.80644  0.00
H 3.43934 -0.27053 4.33669  0.00
H 1.94698 0.65415 4.39309  0.00
H 3.01674 0.88821 3.07131  0.00
C -0.81502 -3.49160 -3.46076  0.00
S -2.44908 -3.34079 -2.61697  0.00
O -2.19918 -2.21102 -1.58874  -0.02
C -3.36733 -2.57803 -3.93697  0.00
H 0.05102 -3.49992 -2.79893  0.01
H -0.66208 -2.76620 -4.25983  0.00
H -0.88164 -4.48734 -3.89912  0.00
H -4.34458 -2.35365 -3.50950  0.00
H -3.46686 -3.21058 -4.81906  0.00
H -2.80779 -1.70722 -4.27859  0.00
C 2.92163 -2.36934 -2.57177  0.06
S 2.22480 -1.98685 -0.90486  0.16
O 0.87158 -1.30395 -1.07592  0.61
C 1.80699 -3.64095 -0.30299  0.06
H 3.33982 -1.45363 -2.98974  0.00
H 2.09285 -2.67198 -3.21178  0.00
H 3.71768 -3.11383 -2.55929  0.00
H 2.66267 -4.31322 -0.36590  0.00
H 1.07436 -4.18280 -0.90110  0.00
H 1.65549 -3.62077 0.77624  0.00
C 0.70401 3.71820 3.81056  0.05
S 0.87221 3.29098 2.05503  0.19
O -0.19151 2.22232 1.78335  0.65
C 0.20449 4.81029 1.18663  0.08
H 1.44431 4.45279 4.12745  0.00
H 1.01515 2.86714 4.41636  0.00
H -0.32554 4.02218 3.99958  0.01
H 0.15457 4.67244 0.10654  0.00
H 0.87927 5.62356 1.45377  0.00
H -0.76919 5.06684 1.60404  0.00
C 3.84120 1.35026 0.00433  0.01
S 2.51241 1.61236 -1.33218  0.00
O 1.12627 1.47941 -0.70851  0.07
C 2.82030 3.38206 -1.58768  0.01
H 3.60521 0.44850 0.56934  -0.01
H 3.88059 2.22091 0.65895  0.00
H 4.82723 1.23284 -0.44517  0.00
H 2.64548 3.99219 -0.70152  0.00
H 2.04496 3.73419 -2.26809  0.00
H 3.79091 3.64963 -2.00531  0.00
C -2.17220 -4.80363 0.33555  -0.06
S -1.47969 -3.78551 1.73531  -0.20
O -1.38559 -2.34427 1.37448  -0.56
C -3.02360 -3.93663 2.77989  -0.05
H -1.45665 -4.71802 -0.48223  -0.01
H -3.12094 -4.50965 -0.11342  -0.01
H -2.25574 -5.85009 0.62886  0.01
H -3.89505 -3.65472 2.18896  -0.01
H -3.05704 -3.17249 3.55647  0.00
H -3.24748 -4.95750 3.08942  0.00
C -1.41142 5.18447 -2.31922  0.00
S -2.16626 3.51019 -2.54393  0.00
O -1.73933 2.67571 -1.30420  -0.02
C -3.87090 3.99134 -2.13703  0.00
H -0.34670 4.99659 -2.45772  0.00
H -1.59322 5.57851 -1.31933  0.00
H -1.86306 5.86351 -3.04241  0.00
H -4.57719 3.20436 -1.87260  0.00
H -4.20374 4.51874 -3.03099  0.00
H -3.90131 4.62560 -1.25109  0.00

The LUMO energy (spin up / spin down) comes out at -14.5044 / -14.5581 eV. For the HOMO-LUMO gap (spin up / spin down), the calculation gives 3.56 / 3.53 eV. As for the HOMO energy (spin up / spin down): -18.069 / -18.090 eV. As for the spin multiplicity: 2. The expectation value of S² is 1.7686. The molar mass comes out at 661.770 g mol⁻¹. The charge is +4.